{
  "formula": "C6H9F3KO4",
  "method": "ωB97M-V with the def2-TZVPD basis set",
  "symbols": ["K", "O", "C", "C", "O", "H", "H", "H", "H", "C", "C", "O", "C", "O", "C", "F", "F", "F", "H", "H", "H", "H", "H"],
  "positions_angstrom": [[1.25235, 2.58767, 1.45015], [0.09854, 0.72338, 3.48187], [0.78871, -0.33663, 2.97173], [0.07218, -1.44237, 2.14005], [-1.02263, -1.05977, 1.44294], [1.42864, -0.81026, 3.76698], [1.55758, 0.06366, 2.24858], [-0.15043, -2.34040, 2.76970], [0.85715, -1.78076, 1.38790], [-0.21759, -1.94263, -0.99675], [0.24598, -0.52829, -0.78938], [-0.52513, 0.35345, -1.66238], [-0.19703, 1.59601, -1.72409], [0.80187, 2.12617, -1.28879], [-1.18759, 2.39850, -2.59091], [-1.48062, 3.55446, -1.98308], [-0.62411, 2.69044, -3.77692], [-2.31243, 1.73914, -2.82832], [-1.23803, -2.07693, -0.64480], [0.45948, -2.61362, -0.47026], [-0.13375, -2.22121, -2.05321], [1.29632, -0.46320, -1.11043], [0.23052, -0.21682, 0.25943]],
  "atomic_forces_ev_per_a": [[-0.6, -1.1, 0.6], [0.2, 0.3, -0.4], [0.2, 1.2, 0.7], [-1.0, -0.2, -0.6], [-0.2, 0.3, 0.6], [-0.1, -0.3, -0.3], [0.7, 0.0, -0.6], [0.2, 0.1, 0.2], [0.5, -0.3, 0.6], [-0.3, 0.0, -0.6], [2.0, -0.6, -0.4], [-0.5, 0.1, 0.3], [0.4, -0.6, -0.3], [-0.1, 0.4, 0.5], [0.1, -0.1, 0.1], [-0.1, 0.1, 0.0], [0.0, 0.1, 0.0], [-0.2, 0.1, 0.0], [0.2, 0.0, 0.2], [-0.2, 0.1, 0.3], [0.0, 0.1, -0.2], [-0.1, 0.2, -0.4], [-1.0, 0.0, -0.2]],
  "mol_weight_g_mol": 241.23,
  "total_charge": -1,
  "total_energy_ev": -39033.444,
  "lumo_energy_ev": 1.5872,
  "homo_lumo_gap_ha": 0.125,
  "multiplicity": 1
}